Entry 1:
{"formula": "C41H54GeN6O2PS3V", "method": "the ωB97M-V functional and the def2-TZVPD basis", "symbols": ["V", "C", "C", "N", "N", "C", "S", "S", "C", "C", "C", "C", "C", "C", "C", "C", "C", "C", "C", "C", "C", "O", "H", "H", "H", "H", "H", "H", "H", "H", "H", "H", "H", "H", "H", "H", "S", "C", "C", "C", "C", "C", "C", "C", "C", "C", "N", "H", "H", "H", "H", "H", "H", "O", "P", "N", "C", "C", "C", "C", "N", "C", "C", "C", "C", "N", "C", "C", "C", "C", "H", "H", "H", "H", "H", "H", "H", "H", "H", "H", "H", "H", "H", "H", "H", "H", "H", "H", "H", "H", "H", "H", "H", "H", "C", "Ge", "C", "C", "C", "H", "H", "H", "H", "H", "H", "H", "H", "H", "H"], "coordinates": [[0.27, -0.45, 1.03], [3.99, -2.05, -1.07], [2.58, -2.03, -0.54], [1.91, -0.94, -0.50], [2.50, 0.23, -0.95], [2.31, 0.53, -2.19], [1.72, -0.40, -3.49], [2.73, 2.27, -2.58], [4.20, 2.53, -1.54], [5.48, 2.31, -2.29], [5.83, 1.05, -2.76], [7.00, 0.85, -3.47], [7.85, 1.92, -3.73], [7.51, 3.19, -3.28], [6.33, 3.38, -2.57], [1.97, -3.31, -0.11], [2.74, -4.49, -0.18], [2.21, -5.75, 0.04], [0.85, -5.86, 0.32], [0.06, -4.74, 0.40], [0.58, -3.42, 0.24], [-0.20, -2.42, 0.41], [4.36, -1.03, -1.14], [4.02, -2.51, -2.06], [4.65, -2.62, -0.41], [4.07, 1.85, -0.70], [4.16, 3.55, -1.15], [5.14, 0.22, -2.61], [7.24, -0.14, -3.83], [8.77, 1.77, -4.29], [8.15, 4.03, -3.49], [6.06, 4.37, -2.23], [3.78, -4.42, -0.44], [2.85, -6.62, -0.02], [0.40, -6.84, 0.47], [-1.00, -4.81, 0.62], [2.76, 3.05, 2.77], [1.89, 3.75, 1.46], [1.11, 2.84, 0.83], [1.14, 1.51, 1.37], [2.02, 1.50, 2.43], [2.37, 0.28, 3.10], [3.23, 0.17, 4.20], [3.50, -1.06, 4.74], [2.91, -2.19, 4.19], [2.06, -2.02, 3.11], [1.80, -0.83, 2.58], [2.03, 4.79, 1.22], [0.52, 3.10, -0.05], [3.67, 1.07, 4.62], [4.17, -1.15, 5.60], [3.09, -3.18, 4.58], [1.55, -2.86, 2.65], [-1.05, 0.48, -0.44], [-2.41, 0.85, -0.87], [-3.31, -0.45, -1.30], [-2.81, -1.82, -1.12], [-3.81, -2.66, -1.92], [-5.11, -1.88, -1.75], [-4.66, -0.43, -1.86], [-3.13, 1.79, 0.27], [-2.39, 2.29, 1.45], [-3.50, 2.82, 2.34], [-4.51, 3.37, 1.34], [-4.49, 2.32, 0.22], [-2.51, 1.79, -2.25], [-2.02, 1.14, -3.50], [-1.59, 2.30, -4.41], [-1.93, 3.58, -3.63], [-1.90, 3.12, -2.18], [-2.81, -2.10, -0.07], [-1.79, -1.91, -1.47], [-3.86, -3.68, -1.56], [-3.51, -2.68, -2.97], [-5.52, -2.06, -0.76], [-5.87, -2.14, -2.49], [-5.32, 0.25, -1.31], [-4.65, -0.10, -2.91], [-1.70, 3.10, 1.17], [-1.80, 1.48, 1.90], [-3.14, 3.57, 3.04], [-3.94, 2.00, 2.92], [-4.17, 4.34, 0.96], [-5.52, 3.50, 1.75], [-4.71, 2.75, -0.76], [-5.22, 1.54, 0.43], [-2.83, 0.54, -3.93], [-1.17, 0.50, -3.30], [-2.09, 2.27, -5.38], [-0.52, 2.23, -4.59], [-2.94, 3.93, -3.88], [-1.23, 4.40, -3.82], [-2.46, 3.76, -1.50], [-0.86, 3.07, -1.83], [-4.31, -0.88, 2.40], [-2.53, -1.46, 3.10], [-2.56, -3.42, 2.78], [-2.81, -1.35, 5.08], [-1.00, -0.47, 2.55], [-5.02, -1.72, 2.38], [-4.22, -0.47, 1.40], [-4.74, -0.10, 3.05], [-3.33, -3.88, 3.41], [-1.59, -3.87, 3.01], [-2.79, -3.65, 1.74], [-3.78, -1.75, 5.37], [-2.74, -0.31, 5.40], [-2.03, -1.92, 5.60], [-0.67, 0.08, 3.45]], "e_homo_ev": [-0.47, -0.72], "relative_energy_ev": 0.000, "gap_ev": [4.658, 4.912], "spin_multiplicity": 3, "e_lumo_ev": [4.19, 4.19], "charge": -2, "s_squared": 2.25, "molar_mass_g_mol": 913.652}

---

Entry 2:
{"formula": "C5H6O2S3", "method": "the ωB97M-V functional and the def2-TZVPD basis", "symbols": ["C", "C", "C", "C", "C", "O", "O", "S", "S", "S", "H", "H", "H", "H", "H", "H"], "coordinates": [[1.15, 1.51, 0.93], [0.48, 2.71, 0.76], [0.38, 1.17, -1.25], [1.04, 0.66, -0.22], [-2.10, -2.28, 0.36], [0.78, -1.90, -1.00], [3.05, -0.93, -0.58], [-0.20, 2.77, -0.91], [-2.41, -0.55, 0.69], [1.65, -1.06, -0.19], [1.73, 1.05, 1.69], [0.22, 3.54, 1.33], [0.11, 0.91, -2.30], [-1.52, -2.04, -0.57], [-2.94, -2.98, 0.22], [-1.40, -2.58, 1.03]], "e_homo_ev": [-9.20, -8.81], "relative_energy_ev": 0.000, "gap_ev": [9.667, 6.420], "spin_multiplicity": 3, "e_lumo_ev": [0.46, -2.39], "charge": 0, "s_squared": 2.01, "molar_mass_g_mol": 194.302}

---

Entry 3:
{"formula": "C5H7NO", "method": "the ωB97M-V functional and the def2-TZVPD basis", "symbols": ["C", "C", "C", "O", "C", "N", "C", "H", "H", "H", "H", "H", "H", "H"], "coordinates": [[0.96, -2.01, -0.51], [0.24, -0.70, -0.39], [-0.07, 0.16, -1.38], [-0.64, 1.30, -0.86], [-0.67, 1.14, 0.47], [-1.22, 2.21, 1.18], [-0.16, -0.06, 0.83], [1.49, -2.08, -1.46], [0.29, -2.87, -0.44], [1.69, -2.10, 0.29], [0.05, 0.15, -2.45], [-1.01, 3.09, 0.73], [-0.92, 2.22, 2.14], [-0.04, -0.45, 1.84]], "e_homo_ev": -7.66, "smiles": "Cc1coc(N)c1", "relative_energy_ev": 0.629, "gap_ev": 8.649, "e_lumo_ev": 0.99, "charge": 0, "molar_mass_g_mol": 97.117}

---

Entry 4:
{"formula": "C9H10N3", "method": "the ωB97M-V functional and the def2-TZVPD basis", "symbols": ["C", "C", "C", "C", "N", "C", "C", "C", "C", "N", "C", "N", "H", "H", "H", "H", "H", "H", "H", "H", "H", "H"], "coordinates": [[1.64, 0.58, -3.31], [1.65, -0.52, -2.33], [1.51, -0.37, -1.00], [1.56, -1.48, -0.10], [1.50, -1.43, 1.16], [1.01, -0.50, 1.98], [-0.26, -0.07, 1.78], [-1.42, 0.06, 1.37], [-2.64, 0.20, 0.89], [-3.71, 0.93, 1.64], [1.76, -0.07, 3.11], [2.35, 0.35, 4.00], [0.88, 0.40, -4.07], [1.46, 1.55, -2.85], [2.60, 0.60, -3.83], [1.77, -1.52, -2.73], [1.38, 0.62, -0.58], [1.77, -2.46, -0.53], [-2.94, -0.18, -0.07], [-3.74, 1.92, 1.37], [-3.52, 0.87, 2.65], [-4.62, 0.51, 1.44]], "e_homo_ev": [-12.04, -12.04], "smiles": "C/C=C/C=N\\C(=C=C=C[NH3+])C#N", "relative_energy_ev": 3.121, "gap_ev": [7.599, 7.599], "e_lumo_ev": [-4.44, -4.44], "charge": 1, "molar_mass_g_mol": 160.200}

---

Entry 5:
{"formula": "C5H7N", "method": "the ωB97M-V functional and the def2-TZVPD basis", "symbols": ["C", "C", "C", "C", "C", "N", "H", "H", "H", "H", "H", "H", "H"], "coordinates": [[-2.80, -0.53, -0.02], [-1.66, 0.41, 0.00], [-0.35, 0.03, 0.10], [0.90, 0.88, 0.04], [2.09, 0.04, -0.07], [2.90, -0.85, -0.07], [-3.78, -0.01, -0.03], [-2.90, -1.13, -0.94], [-2.83, -1.28, 0.81], [-1.94, 1.45, -0.40], [-0.05, -1.08, 0.34], [0.89, 1.67, -0.73], [1.17, 1.37, 1.06]], "e_homo_ev": -9.73, "smiles": "C/C=C/CC#N", "relative_energy_ev": 1.739, "gap_ev": 10.594, "e_lumo_ev": 0.87, "charge": 0, "molar_mass_g_mol": 81.118}

---

Entry 6:
{"formula": "C43H47CsN7P", "method": "the ωB97M-V functional and the def2-TZVPD basis", "symbols": ["Cs", "C", "C", "C", "C", "C", "C", "N", "C", "C", "C", "C", "C", "N", "C", "C", "C", "C", "C", "C", "N", "H", "H", "H", "H", "H", "H", "H", "H", "H", "H", "H", "H", "H", "H", "H", "C", "C", "C", "C", "C", "C", "C", "C", "C", "C", "C", "C", "C", "C", "C", "N", "H", "H", "H", "H", "H", "H", "H", "H", "H", "H", "C", "N", "C", "N", "C", "N", "C", "P", "C", "C", "H", "H", "H", "H", "H", "H", "H", "H", "H", "H", "H", "H", "C", "C", "C", "C", "C", "H", "H", "H", "H", "H", "H", "H", "H", "H", "H"], "coordinates": [[0.43, 0.39, 0.04], [-0.73, -0.16, -4.14], [-0.95, -1.58, -3.68], [-1.93, -2.38, -4.28], [-2.08, -3.69, -3.81], [-1.23, -4.15, -2.83], [-0.23, -3.30, -2.31], [-0.15, -2.01, -2.72], [0.75, -3.79, -1.35], [1.05, -5.17, -1.28], [2.02, -5.61, -0.41], [2.68, -4.68, 0.40], [2.30, -3.34, 0.31], [1.39, -2.90, -0.55], [2.95, -2.33, 1.23], [3.59, -2.75, 2.38], [4.25, -1.82, 3.17], [4.24, -0.49, 2.79], [3.52, -0.14, 1.64], [3.47, 1.30, 1.21], [2.89, -1.04, 0.90], [0.16, -0.11, -4.77], [-0.53, 0.49, -3.28], [-1.58, 0.21, -4.71], [-2.56, -1.99, -5.07], [-2.86, -4.33, -4.20], [-1.36, -5.15, -2.44], [0.56, -5.88, -1.94], [2.28, -6.66, -0.38], [3.48, -5.00, 1.05], [3.56, -3.79, 2.68], [4.75, -2.13, 4.08], [4.74, 0.27, 3.37], [4.46, 1.63, 0.89], [3.13, 1.94, 2.03], [2.80, 1.43, 0.36], [1.15, 1.92, 4.97], [1.03, 3.31, 4.88], [0.32, 3.84, 3.81], [-0.24, 2.99, 2.84], [-0.17, 1.58, 2.90], [0.55, 1.11, 4.01], [-0.91, 3.67, 1.69], [-1.82, 4.75, 1.91], [-2.37, 5.41, 0.86], [-2.01, 5.04, -0.46], [-2.47, 5.72, -1.61], [-2.02, 5.36, -2.85], [-1.11, 4.28, -2.99], [-0.69, 3.58, -1.90], [-1.12, 3.95, -0.59], [-0.62, 3.27, 0.47], [1.71, 1.49, 5.80], [1.49, 3.96, 5.61], [0.24, 4.92, 3.72], [0.67, 0.03, 4.14], [-2.06, 5.03, 2.93], [-3.07, 6.22, 1.02], [-3.16, 6.55, -1.50], [-2.35, 5.90, -3.73], [-0.74, 4.00, -3.97], [0.04, 2.77, -2.00], [-5.97, 2.37, -1.92], [-5.33, 1.77, -3.10], [-5.67, 0.35, -3.12], [-5.33, -0.38, -1.90], [-5.97, 0.30, -0.78], [-5.64, 1.72, -0.66], [-4.22, 1.90, -0.33], [-3.03, 1.21, -1.59], [-3.88, 1.98, -3.06], [-3.87, -0.45, -1.72], [-7.05, 2.31, -2.06], [-5.68, 3.42, -1.87], [-5.14, -0.12, -3.96], [-6.74, 0.25, -3.29], [-5.68, -0.21, 0.15], [-7.05, 0.22, -0.90], [-4.01, 1.43, 0.64], [-4.01, 2.97, -0.20], [-3.43, 1.57, -3.97], [-3.67, 3.05, -3.05], [-3.66, -1.01, -0.81], [-3.43, -1.01, -2.54], [4.63, 1.28, -3.96], [3.56, 0.44, -3.24], [4.26, -0.43, -2.19], [2.91, -0.50, -4.28], [2.50, 1.33, -2.59], [5.40, 0.64, -4.43], [5.12, 1.95, -3.25], [4.17, 1.89, -4.75], [5.04, -1.06, -2.64], [3.52, -1.07, -1.70], [4.71, 0.20, -1.42], [3.64, -1.22, -4.68], [2.51, 0.08, -5.12], [2.10, -1.06, -3.81], [2.13, 1.97, -3.43]], "e_homo_ev": [0.09, 0.81], "gap_ev": [3.704, 2.996], "e_lumo_ev": [3.80, 3.80], "charge": -2, "molar_mass_g_mol": 825.777}

---

Entry 7:
{"formula": "C14H27NO8", "method": "the ωB97M-V functional and the def2-TZVPD basis", "symbols": ["C", "C", "C", "N", "C", "C", "O", "O", "C", "C", "O", "C", "O", "C", "O", "C", "O", "C", "O", "O", "C", "C", "C", "H", "H", "H", "H", "H", "H", "H", "H", "H", "H", "H", "H", "H", "H", "H", "H", "H", "H", "H", "H", "H", "H", "H", "H", "H", "H", "H"], "coordinates": [[-2.53, -2.95, -0.37], [-1.40, -2.19, -1.07], [-0.23, -1.86, -0.11], [-1.95, -0.95, -1.70], [-2.43, 0.17, -0.84], [-1.54, 1.45, -0.93], [-1.98, 2.37, -1.64], [-0.34, 1.47, -0.26], [0.51, 2.65, -0.38], [1.05, 3.17, 0.99], [-0.11, 3.42, 1.80], [2.07, 2.25, 1.76], [2.47, 2.99, 2.93], [1.50, 0.88, 2.20], [0.32, 1.12, 2.95], [2.40, 0.14, 3.21], [1.67, -0.97, 3.76], [3.72, -0.42, 2.67], [4.22, 0.02, 1.63], [4.21, -1.49, 3.36], [-1.86, -0.70, -3.18], [-2.39, -1.83, -4.06], [-0.42, -0.34, -3.66], [-2.16, -3.97, -0.15], [-3.37, -3.06, -1.05], [-2.80, -2.48, 0.55], [-1.01, -2.84, -1.86], [0.29, -2.79, 0.20], [-0.61, -1.36, 0.79], [0.45, -1.19, -0.60], [-3.47, 0.46, -1.10], [-2.45, -0.11, 0.23], [1.35, 2.37, -1.01], [-0.01, 3.48, -0.85], [1.60, 4.10, 0.79], [-0.31, 2.59, 2.29], [2.92, 2.07, 1.11], [1.67, 3.26, 3.39], [1.34, 0.25, 1.32], [0.10, 0.30, 3.41], [2.63, 0.81, 4.03], [2.30, -1.58, 4.19], [4.90, -1.78, 2.75], [-2.50, 0.18, -3.38], [-3.44, -2.00, -3.86], [-1.90, -2.76, -3.83], [-2.26, -1.61, -5.14], [-0.03, 0.46, -3.03], [0.20, -1.22, -3.60], [-0.41, 0.00, -4.68]], "e_homo_ev": -8.02, "smiles": "CC(C)N(CC(=O)OC[C@@H](O)[C@@H](O)[C@H](O)[C@@H](O)C(=O)O)C(C)C", "relative_energy_ev": 0.021, "gap_ev": 8.307, "e_lumo_ev": 0.28, "charge": 0, "molar_mass_g_mol": 337.369}

---

Entry 8:
{"formula": "C5H5AgO3", "method": "the ωB97M-V functional and the def2-TZVPD basis", "symbols": ["O", "C", "O", "Ag", "H", "O", "C", "C", "C", "C", "H", "H", "H", "H"], "coordinates": [[2.15, -0.20, 0.04], [1.28, 0.33, 0.87], [0.66, -0.58, 1.78], [1.60, -0.93, -1.67], [1.70, 1.19, 1.44], [-1.41, -0.79, -2.86], [-0.46, -0.42, -1.92], [-0.77, 0.31, -0.87], [-0.31, 0.81, 0.40], [-0.65, -0.01, 1.65], [-1.02, -1.43, -3.45], [-0.45, 1.90, 0.51], [-0.90, 0.61, 2.53], [-1.41, -0.80, 1.53]], "e_homo_ev": [-7.09, -8.56], "gap_ev": [7.096, 5.845], "spin_multiplicity": 3, "e_lumo_ev": [0.01, -2.72], "charge": 0, "s_squared": 2.02, "molar_mass_g_mol": 220.960}